# 1
16
Properties=species:S:1:pos:R:3 method="wB97M-V/def2-TZVPD" e_homo_ha="0.075 / 0.003" e_lumo_ev="6.997 / 6.974" gap_ev="4.9653 / 6.8859" multiplicity=2 charge=-2
C -0.032 0.837 -0.654
C 0.455 -0.194 -1.639
C 1.541 -1.179 -1.290
O 2.220 -1.922 -2.108
N -1.115 0.261 0.226
C -1.278 0.908 1.526
O -1.788 0.211 2.436
O -0.899 2.099 1.581
H 0.744 1.287 -0.007
H -0.537 1.720 -1.032
H 0.406 -1.563 -1.050
H 0.529 -0.029 -2.709
H 2.142 -3.408 0.279
H 2.043 -0.804 -0.342
H 2.847 -3.327 0.032
H -0.897 -0.730 0.271



# 2
14
Properties=species:S:1:pos:R:3 method="wB97M-V/def2-TZVPD" e_homo_ha=-0.309 e_lumo_ev=-0.131 gap_ev=8.2666 smiles="CC(=S)C1CC1"
C 0.506 1.657 0.006
C 0.437 0.139 -0.033
C -0.822 -0.620 -0.036
C -2.003 -0.220 0.789
C -2.030 -0.102 -0.748
H -0.490 2.087 0.114
H 1.021 1.972 0.987
H 0.973 2.117 -0.887
H -0.647 -1.650 -0.210
H -1.802 0.711 1.374
H -2.561 -0.986 1.301
H -1.910 0.822 -1.260
H -2.695 -0.857 -1.282
S 1.974 -0.584 0.000



# 3
276
Properties=species:S:1:pos:R:3 method="wB97M-V/def2-TZVPD" e_homo_ha=-0.297 e_lumo_ev=0.606 gap_ev=8.6808
C -0.463 -4.931 -8.162
O -0.458 -3.651 -7.534
C 0.806 -3.393 -6.832
C 0.752 -2.024 -6.249
N -0.299 -1.946 -5.271
C -0.725 -0.617 -4.942
C -1.910 -0.644 -4.007
O -2.076 0.706 -3.714
C -3.193 0.983 -2.921
H 0.071 -5.677 -7.486
H 0.091 -4.908 -9.100
H -1.502 -5.166 -8.362
H 1.600 -3.384 -7.565
H 0.892 -4.254 -6.091
H 0.624 -1.260 -7.025
H 1.681 -1.697 -5.735
H -1.088 -2.415 -5.621
H -1.094 -0.082 -5.811
H 0.068 -0.044 -4.472
H -1.772 -1.294 -3.090
H -2.773 -1.044 -4.543
H -3.294 0.312 -2.020
H -4.124 0.865 -3.495
H -3.065 2.007 -2.567
C 0.915 2.851 -3.084
O 1.611 2.551 -4.246
C 2.941 2.965 -4.291
C 3.781 2.375 -3.172
N 4.127 0.999 -3.566
C 3.078 0.021 -3.398
C 3.518 -1.409 -3.390
O 3.992 -1.690 -4.687
C 4.307 -3.070 -4.727
H -0.094 3.234 -3.239
H 1.446 3.700 -2.516
H 0.829 1.965 -2.398
H 2.981 4.076 -4.349
H 3.343 2.583 -5.237
H 3.241 2.423 -2.164
H 4.677 2.963 -2.990
H 4.540 0.955 -4.489
H 2.248 0.162 -4.164
H 2.579 0.138 -2.441
H 2.781 -2.133 -3.013
H 4.342 -1.388 -2.686
H 4.789 -3.352 -5.651
H 3.433 -3.751 -4.694
H 5.064 -3.322 -3.974
C -4.421 -0.005 5.985
O -3.171 0.407 5.498
C -3.034 1.753 5.313
C -1.755 1.996 4.575
N -1.230 3.332 4.767
C 0.104 3.331 4.160
C 1.048 2.843 5.189
O 2.315 2.825 4.558
C 2.981 4.110 4.672
H -4.474 -1.131 5.912
H -5.217 0.414 5.258
H -4.734 0.367 6.940
H -2.976 2.280 6.341
H -3.943 2.082 4.738
H -1.787 1.748 3.526
H -1.102 1.301 5.038
H -1.791 4.032 4.341
H 0.412 4.363 3.857
H 0.198 2.747 3.266
H 0.890 1.800 5.547
H 1.058 3.525 6.099
H 4.030 3.980 4.345
H 2.884 4.430 5.725
H 2.419 4.826 4.033
C 6.223 -2.061 -0.952
O 7.066 -0.929 -0.752
C 6.662 0.207 -1.369
C 7.501 1.406 -0.996
N 7.295 1.600 0.446
C 7.905 2.798 0.993
C 7.730 2.882 2.489
O 8.341 1.770 3.154
C 7.521 0.934 3.978
H 6.750 -2.914 -0.539
H 6.126 -2.289 -1.992
H 5.243 -1.829 -0.607
H 5.620 0.486 -1.090
H 6.709 0.017 -2.428
H 7.122 2.225 -1.621
H 8.562 1.186 -1.274
H 7.693 0.767 0.966
H 7.471 3.741 0.592
H 9.016 2.887 0.748
H 6.613 3.030 2.723
H 8.187 3.760 2.922
H 7.854 -0.110 3.834
H 6.522 1.093 3.754
H 7.706 1.173 5.025
C -3.385 8.501 5.775
O -3.494 7.611 4.636
C -4.094 6.350 5.073
C -4.479 5.411 3.945
N -3.296 4.948 3.260
C -3.650 4.053 2.182
C -2.444 3.819 1.263
O -2.214 4.994 0.478
C -3.417 5.404 -0.192
H -2.866 8.026 6.654
H -4.369 8.882 6.077
H -2.751 9.342 5.317
H -4.938 6.627 5.650
H -3.376 5.905 5.756
H -5.148 5.949 3.249
H -5.047 4.618 4.410
H -2.850 5.868 2.930
H -4.434 4.482 1.593
H -4.063 3.079 2.641
H -2.620 2.929 0.628
H -1.585 3.626 1.905
H -4.015 6.049 0.449
H -3.890 4.536 -0.662
H -3.022 5.901 -1.125
C 5.489 -5.867 -1.747
O 6.334 -6.123 -2.865
C 6.206 -7.407 -3.468
C 5.556 -7.197 -4.826
N 4.209 -6.641 -4.744
C 3.151 -7.437 -4.170
C 1.886 -6.561 -4.111
O 2.097 -5.667 -3.064
C 1.089 -4.705 -2.967
H 5.259 -4.804 -1.720
H 5.899 -6.157 -0.772
H 4.502 -6.418 -1.940
H 5.557 -8.060 -2.839
H 7.215 -7.829 -3.682
H 5.534 -8.148 -5.398
H 6.179 -6.497 -5.407
H 4.296 -5.764 -4.213
H 3.327 -7.893 -3.120
H 2.959 -8.233 -4.840
H 0.984 -7.183 -4.043
H 1.827 -6.084 -5.091
H 1.155 -4.256 -1.969
H 0.069 -5.248 -2.971
H 1.023 -3.964 -3.732
C -4.149 -3.013 2.195
O -3.294 -2.465 3.206
C -2.117 -1.772 2.711
C -1.110 -1.878 3.822
N -0.804 -3.242 4.232
C -1.539 -3.788 5.350
C -0.826 -4.931 5.992
O 0.385 -4.389 6.430
C 1.409 -5.188 7.001
H -4.695 -2.191 1.623
H -4.916 -3.622 2.673
H -3.508 -3.644 1.509
H -2.324 -0.778 2.405
H -1.764 -2.288 1.778
H -1.607 -1.357 4.714
H -0.227 -1.520 3.420
H 0.142 -3.144 4.546
H -2.501 -4.117 5.056
H -1.669 -2.978 6.161
H -0.643 -5.757 5.330
H -1.459 -5.294 6.843
H 1.057 -5.731 7.935
H 2.158 -4.452 7.141
H 1.750 -5.889 6.229
C -0.454 10.908 3.123
O -0.186 9.497 3.342
C -0.515 8.732 2.174
C -0.506 7.255 2.504
N 0.776 6.737 2.962
C 1.765 6.756 1.860
C 1.699 5.431 1.110
O 2.616 5.366 0.006
C 3.856 4.929 0.423
H -1.419 11.210 2.746
H 0.198 11.292 2.359
H -0.366 11.491 4.085
H -0.035 8.837 1.224
H -1.616 8.887 1.927
H -0.970 6.707 1.653
H -1.268 7.120 3.310
H 1.072 7.431 3.675
H 2.729 7.025 2.186
H 1.575 7.517 1.067
H 0.703 5.459 0.687
H 1.684 4.574 1.755
H 4.122 5.402 1.410
H 4.590 5.301 -0.347
H 3.943 3.875 0.613
C -7.809 3.608 -3.577
O -7.562 3.205 -2.326
C -6.407 2.441 -2.221
C -6.248 2.140 -0.708
N -5.241 1.124 -0.419
C -4.900 0.909 1.026
C -6.106 0.700 1.970
O -6.829 -0.464 1.457
C -8.267 -0.403 1.719
H -6.995 4.195 -3.999
H -8.642 4.270 -3.557
H -7.948 2.753 -4.249
H -5.537 2.895 -2.708
H -6.596 1.476 -2.744
H -7.304 1.849 -0.425
H -5.917 3.034 -0.125
H -5.448 0.214 -0.883
H -4.418 1.870 1.328
H -4.211 0.061 1.010
H -6.705 1.605 1.940
H -5.924 0.427 2.991
H -8.698 0.469 1.144
H -8.524 -0.397 2.757
H -8.722 -1.246 1.239
C -3.659 -1.432 -7.626
O -4.497 -2.387 -7.078
C -4.068 -3.684 -7.370
C -4.884 -4.645 -6.573
N -4.782 -4.424 -5.140
C -3.402 -4.629 -4.567
C -3.617 -4.474 -3.054
O -3.907 -3.056 -2.818
C -4.109 -2.753 -1.462
H -3.845 -1.098 -8.694
H -2.693 -1.888 -7.705
H -3.696 -0.508 -7.053
H -3.014 -3.912 -7.078
H -4.150 -3.838 -8.473
H -4.586 -5.643 -6.904
H -5.927 -4.685 -6.894
H -5.006 -3.386 -5.061
H -2.574 -4.023 -4.959
H -3.087 -5.672 -4.833
H -2.675 -4.756 -2.530
H -4.442 -5.154 -2.703
H -4.641 -3.542 -0.942
H -4.667 -1.855 -1.376
H -3.174 -2.544 -0.978
C 0.977 -6.457 2.661
C 1.459 -5.079 2.138
C 2.383 -5.245 0.929
O 0.326 -4.221 1.702
H 0.232 -6.422 3.404
H 1.751 -7.104 2.936
H 0.493 -6.897 1.809
H 1.978 -4.518 3.015
H 2.116 -6.021 0.206
H 3.384 -5.523 1.326
H 2.569 -4.300 0.384
H -0.328 -4.131 2.446
C 2.462 -1.181 5.150
C 2.973 -0.434 3.929
C 3.488 -1.388 2.877
O 1.937 0.454 3.493
H 2.458 -0.569 6.014
H 2.959 -2.179 5.406
H 1.423 -1.455 4.979
H 3.802 0.242 4.250
H 4.392 -1.751 3.354
H 3.740 -0.762 2.016
H 2.807 -2.159 2.607
H 2.288 1.336 3.729
C 0.730 -1.297 0.022
C 0.276 0.107 0.284
C -0.949 0.324 -0.546
O -0.094 0.378 1.629
H 0.207 -2.023 0.687
H 1.787 -1.324 0.272
H 0.699 -1.550 -1.064
H 1.151 0.788 0.052
H -0.599 0.442 -1.550
H -1.529 1.097 -0.019
H -1.645 -0.567 -0.473
H 0.499 0.097 2.318



# 4
8
Properties=species:S:1:pos:R:3 method="wB97M-V/def2-TZVPD" e_homo_ha="-0.304 / -0.329" e_lumo_ev="-0.775 / -1.467" gap_ev="7.4848 / 7.4770"
C 2.249 0.684 -0.254
C 1.423 -0.105 0.100
P -1.510 0.401 0.027
P -0.005 -1.116 0.001
H 3.086 1.211 -0.584
H -2.537 -0.543 -0.189
H -1.612 1.018 -1.355
H -1.095 -1.550 2.254



The records above yield E values of -437.50877; -593.43546; -5010.78345; -761.08958 Eh, respectively.
The records above yield relative energy (zero: lowest compared OMol25 entry of this formula, charge and spin) values of 2.878; 1.436; 0.788; 4.498 eV, respectively.